Molecular formula: C5H13NO2
Method: DFT, ωB97M-V/def2-TZVPD

Values from the calculation:
**Gap between HOMO and LUMO (alpha / beta)**: 2.848 / 9.834 eV
**Net charge**: -1
**HOMO level (alpha / beta)**: 1.074 / -6.088 eV
**Spin multiplicity**: 2

```
21
Properties=species:S:1:pos:R:3:forces:R:3
O 0.91891 -1.22178 -0.57273 0.171 -0.045 -0.186
O 3.75675 -0.55290 -0.11040 1.003 1.166 -0.462
N 1.04456 0.56087 0.69459 -1.739 3.695 1.432
C -1.75415 -1.35741 0.18146 2.770 -1.794 1.451
C -0.65193 0.33105 -1.20283 -1.197 3.091 0.885
C -1.99541 -0.23977 -0.82183 -0.577 -2.655 0.257
C 0.43493 -0.10976 -0.28232 2.697 -2.048 -0.735
C 0.41584 1.84412 1.28662 1.404 -0.570 -1.015
H -0.62322 1.65442 1.19629 -1.286 0.268 -0.185
H 3.54562 -1.32531 0.39516 -0.761 -0.600 -0.023
H -0.70859 1.41262 -1.38077 0.043 0.212 0.770
H -2.45967 -0.75269 -1.67989 0.271 0.271 -0.091
H -2.84205 0.25704 -0.39836 0.109 1.812 0.150
H 0.56092 1.87318 2.41161 0.452 0.302 -1.315
H 1.83578 0.21207 1.21642 -0.176 -0.503 -0.587
H 0.69124 2.77005 0.62572 -0.254 -1.463 1.611
H 3.02177 -0.30408 -0.69157 -0.075 -0.701 0.475
H -2.65814 -1.90239 0.45613 -0.144 0.443 0.496
H -1.03233 -1.01896 1.13547 -2.570 -0.779 -2.163
H -0.40847 0.03751 -2.17384 0.738 -1.223 -1.326
H -1.09236 -2.16789 -0.28492 -0.879 1.123 0.560
```
Positions in Å, forces in eV/Å.

Results of the Mulliken charge analysis, in e, for atoms 1 through 8:
1. O -0.464
2. O -0.593
3. N 0.934
4. C -1.361
5. C -1.212
6. C -0.453
7. C -0.324
8. C -3.375

=====

Molecular formula: C5H13NO2
Method: DFT, ωB97M-V/def2-TZVPD

Values from the calculation:
**Gap between HOMO and LUMO**: 4.900 eV
**HOMO level**: -8.118 eV

```
21
Properties=species:S:1:pos:R:3:forces:R:3
O 1.52025 -0.67739 1.68409 -0.009 -0.242 0.228
O 2.93806 -1.47997 -0.09512 0.048 0.203 0.552
N 0.82773 -0.35325 -1.20578 -0.902 1.258 0.450
C -3.57980 -0.41934 -0.00084 1.809 0.620 -1.304
C 0.73023 1.89292 -0.25882 0.645 -0.634 -0.551
C -1.33028 0.51985 -0.55251 -0.482 1.046 1.551
C 0.09605 0.50670 -0.24762 -0.320 1.326 -1.570
C -2.24562 -0.24071 0.20096 0.113 -1.422 1.127
H 2.31083 -1.17185 0.89852 0.282 -0.028 -0.298
H -1.76937 -0.73761 1.04595 -0.059 -0.544 -0.328
H -1.79351 1.34613 -1.09883 0.348 -0.161 -0.597
H 0.85720 2.20268 -1.29560 -0.142 0.260 -0.018
H 1.61428 -0.78770 -0.69427 0.030 -1.198 -0.782
H 0.32017 0.04275 0.73285 -0.378 -0.334 0.619
H 1.73907 1.65223 0.10526 -0.122 0.566 0.188
H 1.85488 -0.78717 2.57578 -0.054 0.107 0.078
H 0.24445 2.66890 0.33431 0.017 -0.191 0.152
H 0.22901 -0.86288 -1.83547 0.394 -0.539 0.058
H -3.99215 0.22547 -0.77299 -0.645 -0.430 0.062
H -4.05874 -1.29571 0.40779 -0.530 0.464 0.395
H 3.48726 -2.24405 0.07234 -0.043 -0.127 -0.011
```
Positions in Å, forces in eV/Å.

Results of the Mulliken charge analysis, in e, for atoms 1 through 8:
1. O -0.807
2. O -0.916
3. N -0.506
4. C -0.601
5. C -1.542
6. C -0.484
7. C 1.080
8. C 0.040

=====

Molecular formula: C5H13NO2
Method: DFT, ωB97M-V/def2-TZVPD

Values from the calculation:
**Gap between HOMO and LUMO**: 10.425 eV
**HOMO level**: -9.553 eV

```
21
Properties=species:S:1:pos:R:3:forces:R:3
O -0.78044 2.12699 0.08439 0.187 0.498 0.764
O 0.56050 1.66163 -2.32074 0.937 -0.766 -0.837
N -0.31155 -0.03186 -0.19139 0.063 0.035 0.681
C 2.14110 -1.96548 -0.29663 -0.497 -0.322 1.797
C 0.97245 -1.92159 0.76500 2.685 0.459 0.099
C -0.86704 0.99042 0.53302 -0.646 -0.853 -1.916
C -0.30129 -1.44075 0.13758 -1.309 -0.671 -0.501
C -1.69060 0.61145 1.72328 0.616 1.698 2.004
H 2.53212 -0.94574 -0.32781 -0.034 -0.232 -0.908
H -1.17755 -1.67075 0.74058 0.115 0.052 0.240
H -0.53029 -1.98627 -0.81355 0.502 0.246 0.628
H -2.40405 1.37300 2.05588 -0.120 0.194 -1.041
H 0.43503 2.12900 -1.49346 -0.818 0.582 0.199
H -2.22275 -0.32129 1.70295 0.311 -0.466 0.069
H 2.93681 -2.59586 0.09638 0.168 0.027 0.036
H 0.16129 0.25639 -1.04345 -0.101 0.059 0.070
H -0.11985 1.86962 -2.96624 -0.112 0.319 0.464
H 1.82262 -2.43397 -1.21542 -0.054 0.390 -0.528
H -1.00405 0.76743 2.59607 -0.241 -1.135 -0.447
H 1.38801 -1.21228 1.49136 -0.659 0.634 -0.092
H 1.02480 -2.77126 1.44784 -0.994 -0.747 -0.781
```
Positions in Å, forces in eV/Å.

Results of the Mulliken charge analysis, in e, for atoms 1 through 8:
1. O -0.706
2. O -0.727
3. N -0.092
4. C -1.160
5. C -0.356
6. C 0.884
7. C -0.907
8. C -1.204

=====

Molecular formula: C5H13NO2
Method: DFT, ωB97M-V/def2-TZVPD

Values from the calculation:
**Gap between HOMO and LUMO**: 9.212 eV
**HOMO level**: -8.436 eV

```
21
Properties=species:S:1:pos:R:3:forces:R:3
O -1.78497 -1.77477 -1.63716 -0.465 0.200 0.104
O 0.93466 0.92470 -3.43194 0.118 -0.051 -0.023
N 2.09119 0.19026 3.08998 0.942 0.726 -0.204
C -2.28170 -0.86964 -0.63958 1.025 0.352 -0.811
C 1.74652 0.27626 1.71708 -0.190 0.395 1.464
C 0.50595 0.50451 1.30423 -0.528 -1.228 -0.810
C 0.06763 0.00898 -0.08204 1.270 1.244 0.007
C -1.34980 0.34541 -0.49875 -1.505 0.880 0.696
H -1.09482 -2.30187 -1.26116 0.626 -0.436 0.283
H 0.37862 -1.03537 -0.09819 -0.705 -0.274 -0.356
H 2.99701 0.62096 3.29505 -0.333 -0.361 -0.146
H 0.94740 1.16854 -2.49655 0.030 -0.232 -0.340
H -3.25629 -0.64803 -1.06343 -0.223 0.477 0.621
H -1.78459 1.04614 0.23794 0.017 -0.695 0.551
H -1.44695 1.07243 -1.30432 0.540 -0.721 -0.945
H 2.57452 0.06675 1.05167 -0.078 -0.122 -0.135
H 1.22226 0.00169 -3.48509 -0.154 0.342 0.199
H -0.29993 0.62290 2.02303 0.116 0.241 0.145
H 0.73536 0.48459 -0.81025 0.102 -0.184 0.122
H 1.42404 0.60488 3.72962 -0.225 -0.141 -0.264
H -2.32611 -1.30934 0.35985 -0.381 -0.412 -0.160
```
Positions in Å, forces in eV/Å.

Results of the Mulliken charge analysis, in e, for atoms 1 through 8:
1. O -0.514
2. O -0.645
3. N -0.574
4. C -0.612
5. C 0.009
6. C -0.680
7. C 0.029
8. C -0.467

=====

Molecular formula: C5H13NO2
Method: DFT, ωB97M-V/def2-TZVPD

Values from the calculation:
**Gap between HOMO and LUMO**: 9.059 eV
**HOMO level**: -8.400 eV

```
21
Properties=species:S:1:pos:R:3:forces:R:3
O 0.44502 1.38831 2.81557 -0.514 0.986 0.086
O 1.30378 -2.95727 0.65186 -0.310 -0.106 0.024
N -0.58346 -1.17971 -0.94864 -0.294 -0.620 -0.398
C -2.39026 1.59238 -0.83797 -1.774 0.402 1.482
C 1.91296 0.35402 -1.32678 -0.663 -0.814 0.091
C -0.40827 0.13232 -0.47026 -0.736 -0.709 -0.728
C 0.76790 0.75534 -0.42203 0.494 0.184 -0.960
C -1.73492 0.71203 -0.09285 1.606 0.059 0.162
H 2.23354 -0.67268 -1.12092 0.497 0.189 0.057
H 0.05044 -1.69551 -1.54785 0.194 0.752 -0.023
H 0.85480 -2.41486 -0.02045 -0.034 -0.250 0.720
H 0.29127 1.08730 1.90949 0.482 -0.585 0.514
H 0.90472 0.76253 3.37399 0.059 -0.473 -0.537
H -1.53636 -1.46673 -1.13522 0.224 0.283 0.061
H 0.59272 -3.28540 1.22982 0.377 0.280 -0.426
H 0.93975 1.68483 0.08399 -0.633 0.492 0.058
H 2.72610 1.06828 -1.27809 0.227 -0.188 0.144
H -2.40650 1.92011 -1.86656 1.230 -0.222 -0.112
H -2.06323 0.38142 0.89097 -0.365 0.587 -0.008
H -3.20860 2.07463 -0.29123 -0.193 -0.343 -0.329
H 1.54344 0.33589 -2.36305 0.127 0.096 0.123
```
Positions in Å, forces in eV/Å.

Results of the Mulliken charge analysis, in e, for atoms 1 through 8:
1. O -0.693
2. O -0.696
3. N -0.457
4. C -0.749
5. C -1.240
6. C 0.531
7. C -0.325
8. C -0.510

=====

Molecular formula: C5H13NO2
Method: DFT, ωB97M-V/def2-TZVPD

Values from the calculation:
**Gap between HOMO and LUMO**: 9.326 eV
**HOMO level**: -8.871 eV

```
21
Properties=species:S:1:pos:R:3:forces:R:3
O 2.27323 0.98696 2.45404 0.195 0.114 -0.437
O -0.75833 2.53167 -0.61126 0.078 0.000 0.119
N -1.06526 -1.53776 -0.51511 -0.216 0.193 -0.076
C 0.97242 -0.19705 -0.58921 0.909 -0.531 2.367
C -0.26964 -0.51858 0.24182 -0.668 -1.003 -2.147
C 2.51741 0.67132 1.31752 -0.600 -0.981 -0.525
C 1.71098 0.96808 0.09607 -1.471 1.037 -0.184
C -2.29059 -1.94124 0.15262 0.923 -2.289 0.138
H 2.35241 1.31815 -0.69494 0.634 0.748 0.005
H 0.72102 0.02713 -1.59517 -0.275 0.516 -0.967
H -1.36297 -1.20273 -1.43684 0.708 0.300 0.410
H -1.95780 -2.64453 0.93363 -0.379 0.847 0.664
H -0.78144 1.98516 -1.40414 -0.231 0.309 -0.031
H 0.93140 1.69613 0.35956 0.653 0.154 -0.211
H -1.39633 3.24216 -0.69612 -0.150 -0.026 -0.297
H 1.70979 -1.01827 -0.64361 -0.686 -0.216 0.022
H 0.04002 -0.88401 1.21086 -0.203 -0.348 0.278
H 3.33566 0.00250 1.02590 0.820 -0.215 0.576
H -2.83381 -2.69649 -0.43828 -0.060 0.745 -0.455
H -0.89850 0.36333 0.35907 0.294 0.309 0.346
H -2.94967 -1.15192 0.47359 -0.274 0.337 0.403
```
Positions in Å, forces in eV/Å.

Results of the Mulliken charge analysis, in e, for atoms 1 through 8:
1. O -0.473
2. O -0.604
3. N -0.385
4. C -0.785
5. C -0.537
6. C -0.024
7. C -0.423
8. C -0.978

=====

For the records above, the corresponding energy values read -10978.500; -10975.294; -10980.927; -10979.393; -10979.066; -10979.611 eV.
For the records above, the corresponding energy above the lowest of the compared OMol25 structures with the same formula, charge and spin values read 234.88; 635.37; 91.89; 239.87; 271.45; 218.84 kJ/mol.